78
Properties=species:S:1:pos:R:3:forces:R:3 method="wB97M-V/def2-TZVPD" e_lumo_ev=0.096 gap_ha=0.356 total_charge=0 e_homo_ev=-9.6 e_tot_ev=-40934.427
C 1.01124 4.38883 1.29128 2.09 -1.17 -1.97
O 0.19772 5.02780 2.17229 -1.47 0.63 0.94
H 0.94695 4.62652 0.22945 -0.47 1.12 -0.24
H 2.04463 4.61495 1.55404 -0.01 -0.26 0.14
H 0.89194 3.31323 1.16101 -0.05 -0.48 1.05
H -0.69487 4.68805 2.07511 -0.09 0.13 0.04
C 4.65898 2.59985 -1.52463 -0.22 -0.34 -1.44
O 3.84399 2.11550 -0.50693 0.28 0.23 1.54
H 4.46310 2.00366 -2.41587 0.46 -0.20 -0.29
H 4.47287 3.61517 -1.87476 -0.39 0.42 0.49
H 5.72052 2.55647 -1.28097 -0.13 -0.32 0.35
H 3.01996 1.73814 -0.82344 -0.03 0.38 -0.61
C -1.87887 -0.97414 -3.34619 -0.11 -1.48 0.45
O -3.31062 -1.11153 -3.08860 1.04 1.06 0.26
H -1.27430 -0.80482 -2.45517 -0.72 0.29 0.60
H -1.58531 -1.99253 -3.60080 0.59 0.33 -0.78
H -1.54639 -0.19868 -4.03628 -0.64 -0.21 -0.45
H -3.65138 -1.69582 -3.76985 -0.06 0.03 0.05
C 4.54070 -0.71799 0.90353 -0.43 0.76 1.21
O 5.75975 -0.06738 1.40061 -0.74 -1.16 -1.14
H 3.66260 -0.09299 1.06605 0.16 0.45 -0.11
H 4.52629 -0.96427 -0.15818 0.84 0.28 0.01
H 4.24815 -1.61222 1.45387 0.67 -0.28 0.18
H 5.56859 0.56030 2.10138 -0.48 -0.12 -0.14
C 1.48308 1.26600 -3.45274 -0.89 1.92 0.71
O 1.57951 2.09046 -2.24041 0.84 -1.45 -0.34
H 0.49005 0.81676 -3.46616 0.13 -0.32 -0.18
H 1.54108 2.02435 -4.23353 0.12 -0.57 -0.66
H 2.25746 0.50766 -3.56836 0.05 0.30 0.52
H 0.80341 2.65435 -2.20457 -0.38 0.05 0.02
C 0.35978 0.24276 0.10471 -0.88 -0.25 0.81
O -0.46732 -0.42159 1.05643 0.45 -0.36 0.80
H -0.03228 1.25124 -0.02699 0.37 0.15 -0.29
H 1.32599 0.24188 0.60922 0.24 0.30 -0.60
H 0.36635 -0.29431 -0.84378 0.29 0.07 -0.09
H -1.33797 -0.65082 0.72325 -0.44 0.13 -0.62
C -2.31938 3.03945 -1.37493 -0.15 -0.71 1.04
O -1.18925 3.42784 -2.03693 2.46 0.89 -1.80
H -1.89502 2.63387 -0.45650 -0.72 -0.10 0.38
H -2.91564 3.92932 -1.17317 -0.69 -0.43 0.09
H -2.76768 2.21694 -1.93225 -0.83 0.14 0.29
H -1.41305 3.69543 -2.93130 0.04 0.13 -0.06
C -4.05536 -0.00142 0.51418 -1.55 -0.94 0.11
O -3.00847 -0.62262 -0.17305 2.11 0.19 0.29
H -3.76714 0.58572 1.38613 0.75 0.20 -0.41
H -4.69469 0.58433 -0.14632 0.02 0.14 0.01
H -4.62132 -0.81767 0.96312 -0.60 0.24 0.02
H -3.17198 -0.90541 -1.07576 -0.78 0.18 -0.20
C 0.97326 -2.82830 3.42439 -1.10 -0.27 -1.23
O 1.52365 -1.91312 2.54928 2.51 1.46 -0.78
H 0.67853 -2.31967 4.34229 -0.18 -0.57 0.32
H 0.16170 -3.17760 2.78607 -0.97 -0.83 1.16
H 1.64088 -3.68138 3.54534 0.17 0.28 0.40
H 0.85975 -1.35035 2.14417 -0.55 -0.10 0.03
C 1.61266 -2.66292 -3.38276 0.43 -1.70 2.52
O 1.05667 -2.08463 -4.47666 -0.18 0.79 -2.15
H 1.70224 -1.95554 -2.55833 0.33 0.07 0.15
H 1.01191 -3.49466 -3.01477 -0.45 0.04 0.07
H 2.55360 -3.17343 -3.58802 0.40 0.43 0.03
H 1.78111 -2.12028 -5.10556 -0.51 0.43 -0.63
C -0.19419 -3.99733 -0.56395 1.29 0.25 -0.42
O -1.01658 -4.69966 0.28970 -0.97 -0.75 0.78
H -0.69012 -3.69554 -1.48649 -0.02 0.19 -0.06
H 0.30108 -3.16488 -0.06410 -0.26 0.54 -0.04
H 0.64250 -4.64888 -0.81602 -0.10 -0.23 -0.25
H -1.86511 -4.25715 0.36566 0.01 0.07 0.08
C -1.88332 1.06750 4.21176 0.81 -0.86 0.68
O -3.26226 1.38307 4.14822 0.21 0.63 -0.55
H -1.37931 0.74063 3.30224 -0.54 0.20 -0.65
H -1.29248 1.90034 4.59304 -0.03 -0.10 0.29
H -1.82764 0.20062 4.87019 0.39 0.15 0.34
H -3.26370 2.34238 4.18461 -0.67 0.01 -0.14
C -2.82031 -2.24391 3.25665 0.63 -0.42 -0.40
O -3.91052 -1.40711 3.30012 -1.32 1.39 0.29
H -1.87369 -1.70902 3.33348 0.14 -0.06 0.19
H -2.92442 -2.96833 4.06441 0.40 -0.40 -0.23
H -2.84418 -2.67217 2.25459 0.33 -0.74 0.11
H -3.63809 -0.51927 3.54325 -0.29 0.16 0.11